[1]
7
Properties=species:S:1:pos:R:3 method="wB97M-V/def2-TZVPD" orbital_gap_ev="8.66 / 8.29" de_lowest_ev=3.9132 total_energy_ev=-11875.5976
C -0.273 0.018 0.297
N -1.118 -0.683 -0.188
P 1.412 0.038 0.055
H -0.708 1.667 1.491
H -2.083 -0.770 -0.042
H 1.331 0.936 -0.912
H 1.438 -1.205 -0.702



[2]
73
Properties=species:S:1:pos:R:3 method="wB97M-V/def2-TZVPD" orbital_gap_ev="8.62 / 6.05" de_lowest_ev=0.5818 total_energy_ev=-88346.3375 spin_multiplicity=5
Pd 0.196 -1.272 0.933
C 3.029 4.062 -3.178
C 2.203 3.241 -2.220
C 0.842 3.467 -2.054
C 0.121 2.725 -1.143
C 0.729 1.713 -0.377
N -0.039 0.995 0.506
C -1.035 1.627 1.216
C -0.814 2.924 1.715
C -1.736 3.543 2.531
C -2.928 2.907 2.866
C -3.932 3.546 3.787
C -3.163 1.638 2.339
C -2.249 0.978 1.535
C -2.645 -0.330 0.813
O -1.659 -0.894 0.036
C -3.256 -1.435 1.808
F -3.367 -1.005 3.073
F -2.468 -2.508 1.834
F -4.472 -1.853 1.418
C -3.736 0.071 -0.238
F -4.028 -0.951 -1.051
F -3.256 1.070 -1.001
F -4.874 0.501 0.318
C 2.095 1.428 -0.586
C 2.800 2.218 -1.479
C 2.738 0.291 0.217
O 2.022 -0.892 0.110
C 4.163 -0.080 -0.329
F 4.612 -1.216 0.202
F 5.074 0.872 -0.089
F 4.123 -0.265 -1.666
C 2.961 0.794 1.699
F 3.443 2.049 1.685
F 3.823 0.023 2.369
F 1.825 0.819 2.398
H 2.491 4.954 -3.498
H 3.286 3.485 -4.070
H 3.965 4.373 -2.712
H 0.344 4.228 -2.645
H -0.944 2.883 -1.024
H 0.135 3.402 1.501
H -1.527 4.531 2.927
H -3.774 4.622 3.857
H -3.838 3.122 4.789
H -4.953 3.364 3.446
H -4.105 1.165 2.574
H 3.859 2.065 -1.620
C 2.103 -2.932 -3.061
N 1.641 -3.656 -1.874
C 2.714 -4.119 -0.986
C 0.367 -3.589 -1.465
S -0.065 -3.729 0.193
N -0.591 -3.499 -2.408
C -1.963 -3.103 -2.080
C -0.453 -4.140 -3.712
H 2.921 -2.284 -2.763
H 1.308 -2.310 -3.459
H 2.458 -3.611 -3.838
H 3.580 -4.338 -1.611
H 2.407 -5.020 -0.466
H 2.980 -3.358 -0.260
H -1.973 -2.401 -1.257
H -2.568 -3.975 -1.817
H -2.393 -2.625 -2.962
H 0.458 -4.726 -3.759
H -0.459 -3.414 -4.527
H -1.300 -4.814 -3.850
N 0.368 -1.719 2.948
C 0.013 -0.881 3.735
N -0.228 -0.030 4.595
C -1.268 0.414 5.270
N -2.136 0.863 5.890



[3]
12
Properties=species:S:1:pos:R:3 method="wB97M-V/def2-TZVPD" orbital_gap_ev=11.76 de_lowest_ev=0.9140 total_energy_ev=-4276.2792
C -0.455 -0.995 -0.097
C -1.009 0.451 0.084
C 0.433 0.996 -0.084
C 1.038 -0.437 0.085
H -0.455 -1.413 -1.103
H -0.919 -1.707 0.618
H -1.538 0.540 1.058
H -1.856 0.728 -0.703
H 0.831 1.765 0.628
H 0.659 1.420 -1.111
H 1.917 -0.815 -0.553
H 1.354 -0.533 1.178



[4]
172
Properties=species:S:1:pos:R:3 method="wB97M-V/def2-TZVPD" orbital_gap_ev=5.37 de_lowest_ev=0.6637 total_energy_ev=-128196.7184 charge=-2
Sn -0.230 -0.514 0.217
C -0.353 -0.703 4.482
C -1.202 0.569 4.584
C -2.623 0.301 4.081
C -0.403 1.717 3.969
C 0.191 2.561 4.908
C 1.134 3.511 4.560
C 1.510 3.614 3.235
C 0.911 2.835 2.247
C 1.395 3.028 0.820
C 1.730 4.486 0.474
C 2.651 2.190 0.569
C -0.076 1.876 2.596
N -0.746 1.164 1.564
C -2.085 1.517 1.362
C -2.819 0.923 0.416
N -2.260 -0.055 -0.417
C -3.134 -0.672 -1.319
C -4.429 -1.094 -0.901
C -5.359 -1.510 -1.846
C -5.039 -1.616 -3.189
C -3.742 -1.326 -3.580
C -2.785 -0.856 -2.686
C -1.374 -0.648 -3.227
C -1.276 0.337 -4.396
C -0.823 -2.003 -3.683
C -4.801 -1.249 0.569
C -6.013 -0.404 0.972
C -5.076 -2.727 0.884
H -0.875 -1.550 4.938
H 0.610 -0.574 4.980
H -0.172 -0.941 3.436
H -1.291 0.814 5.646
H -2.616 -0.159 3.096
H -3.218 1.215 4.041
H -3.110 -0.394 4.774
H -0.083 2.450 5.952
H 1.581 4.148 5.314
H 2.275 4.332 2.958
H 0.620 2.668 0.141
H 2.705 4.770 0.882
H 0.987 5.192 0.845
H 1.786 4.597 -0.613
H 3.402 2.387 1.341
H 3.071 2.448 -0.404
H 2.416 1.126 0.557
H -2.522 2.290 1.986
H -3.852 1.209 0.256
H -6.358 -1.784 -1.519
H -5.772 -1.953 -3.912
H -3.468 -1.462 -4.622
H -0.750 -0.259 -2.423
H -2.117 0.231 -5.085
H -0.354 0.164 -4.958
H -1.245 1.362 -4.037
H -0.895 -2.725 -2.876
H 0.225 -1.941 -3.985
H -1.395 -2.374 -4.538
H -3.952 -0.952 1.180
H -6.903 -0.701 0.410
H -5.838 0.658 0.788
H -6.223 -0.534 2.037
H -5.912 -3.111 0.293
H -5.319 -2.850 1.944
H -4.191 -3.324 0.664
C 3.254 -1.620 -0.886
C 3.490 -0.850 -2.183
C 4.599 0.190 -2.014
C 2.202 -0.262 -2.792
C 2.417 0.080 -4.278
O 1.956 1.430 -4.418
C 1.560 1.831 -3.157
N 1.665 0.989 -2.220
C 1.209 3.295 -3.220
C 2.282 4.047 -3.722
C 2.140 5.356 -4.139
C 0.873 5.923 -4.129
C -0.177 5.210 -3.582
C -0.036 3.921 -3.063
P -1.314 3.212 -1.908
C -2.913 3.429 -2.813
C -3.082 3.297 -4.187
C -4.349 3.215 -4.754
C -5.480 3.294 -3.959
C -5.332 3.484 -2.589
C -4.069 3.538 -2.025
C -1.491 4.672 -0.754
C -0.979 4.535 0.529
C -0.971 5.598 1.428
C -1.483 6.827 1.050
C -2.081 6.958 -0.201
C -2.109 5.886 -1.077
H 4.178 -2.107 -0.557
H 2.490 -2.387 -1.028
H 2.925 -0.955 -0.089
H 3.813 -1.584 -2.932
H 4.505 0.694 -1.054
H 4.575 0.954 -2.799
H 5.578 -0.292 -2.047
H 1.425 -1.020 -2.668
H 1.859 -0.567 -4.955
H 3.473 0.054 -4.556
H 3.254 3.572 -3.789
H 2.997 5.908 -4.503
H 0.706 6.920 -4.520
H -1.156 5.669 -3.571
H -2.220 3.273 -4.842
H -4.448 3.075 -5.824
H -6.467 3.209 -4.397
H -6.205 3.579 -1.954
H -3.974 3.668 -0.954
H -0.590 3.577 0.840
H -0.550 5.458 2.417
H -1.438 7.673 1.726
H -2.526 7.902 -0.496
H -2.655 5.991 -2.007
C 0.880 -7.365 -0.769
C 0.604 -7.157 -2.258
C -0.287 -5.938 -2.547
C -0.513 -5.812 -4.084
C -1.900 -5.326 -4.519
C -1.626 -6.147 -1.875
O -2.297 -7.147 -2.016
N -2.066 -5.099 -1.105
C -1.204 -4.142 -0.580
O -1.767 -3.498 0.380
N -0.005 -3.927 -1.015
C 0.477 -4.685 -2.055
O 1.527 -4.412 -2.599
H 1.527 -8.230 -0.620
H -0.047 -7.547 -0.220
H 1.374 -6.494 -0.333
H 0.111 -8.039 -2.671
H 1.546 -6.999 -2.786
H -0.322 -6.787 -4.538
H 0.251 -5.131 -4.456
H -2.649 -6.105 -4.372
H -1.890 -5.059 -5.577
H -2.215 -4.445 -3.956
H -2.974 -5.180 -0.672
C -2.424 -3.322 3.119
O -1.987 -2.267 2.274
C -1.015 -2.574 1.322
C 0.149 -3.360 1.888
H -2.721 -4.205 2.546
H -3.291 -2.945 3.661
H -1.651 -3.608 3.839
H 0.474 -2.879 2.810
H 0.987 -3.346 1.194
H -0.115 -4.409 2.096
O 10.434 -0.633 6.982
S 9.140 -1.283 7.056
O 9.024 -2.497 6.275
O 8.565 -1.356 8.392
C 7.974 -0.107 6.287
N 8.147 1.185 6.577
C 7.175 2.001 6.196
C 6.040 1.569 5.533
C 5.985 0.218 5.218
N 6.953 -0.612 5.602
C 4.849 -0.378 4.457
C 3.913 0.401 3.788
C 2.860 -0.220 3.133
N 2.704 -1.541 3.084
C 3.621 -2.284 3.707
C 4.696 -1.759 4.406
H 7.309 3.052 6.435
H 5.240 2.255 5.289
H 3.981 1.481 3.762
H 2.102 0.370 2.634
H 3.477 -3.359 3.646
H 5.418 -2.390 4.908



[5]
13
Properties=species:S:1:pos:R:3 method="wB97M-V/def2-TZVPD" orbital_gap_ev=6.28 de_lowest_ev=9.0852 total_energy_ev=-6779.4274
C -0.191 0.069 -1.851
C 0.554 -0.034 -0.536
C -0.194 -0.486 1.024
N -1.380 -1.108 1.248
C -0.104 0.897 0.575
C 1.553 0.789 -0.047
H -0.474 1.113 -1.948
H 0.426 -0.339 -2.658
H -1.125 -0.501 -1.789
H 0.639 -0.973 1.526
H -1.810 -1.424 0.379
H -0.091 1.680 1.323
H 2.593 0.837 -0.375



[6]
17
Properties=species:S:1:pos:R:3 method="wB97M-V/def2-TZVPD" orbital_gap_ev=11.32 de_lowest_ev=2.1584 total_energy_ev=-23642.2801 charge=+1
C -0.465 -1.361 0.506
C 2.029 0.185 -0.957
N -1.058 -1.841 1.581
N -0.549 0.037 0.363
N -1.040 0.964 1.440
O 0.286 -1.855 -0.294
O 0.164 1.923 -1.074
O -0.464 0.007 -2.255
S 0.229 0.351 -1.066
H 2.536 0.703 -0.239
H 2.200 -0.936 -0.785
H 2.273 0.541 -1.981
H -1.716 -1.259 2.031
H -1.290 -2.857 1.741
H -0.637 2.407 -1.358
H -2.030 1.137 1.137
H -0.470 1.852 1.211



[7]
14
Properties=species:S:1:pos:R:3 method="wB97M-V/def2-TZVPD" orbital_gap_ev=9.79 de_lowest_ev=1.3129 total_energy_ev=-7803.4130
C -0.395 1.224 -0.487
N -0.827 0.575 0.707
C -2.058 -0.119 0.359
O -1.846 -1.211 -0.553
H -1.237 1.646 -1.121
H 0.399 1.922 -0.470
H -0.214 0.376 -1.142
H -0.146 -0.064 0.971
H -2.812 0.558 -0.254
H -2.588 -0.657 1.111
H -1.257 -1.746 0.031
O 4.224 -0.444 0.289
H 3.871 -1.136 -0.300
H 4.887 -0.924 0.857



[8]
79
Properties=species:S:1:pos:R:3 method="wB97M-V/def2-TZVPD" orbital_gap_ev="6.56 / 5.66" de_lowest_ev=0.4616 total_energy_ev=-108351.9484 charge=+2 spin_multiplicity=2
Sn -0.446 -1.575 0.314
C -0.083 0.859 -3.081
Ge -1.350 -0.134 -2.001
C -2.922 0.902 -1.572
C -3.125 1.642 -0.409
C -4.293 2.371 -0.240
C -5.265 2.367 -1.231
C -5.069 1.638 -2.394
C -3.904 0.904 -2.565
C -1.727 -1.874 -2.755
C -1.054 -2.247 -3.897
C -1.221 -3.526 -4.469
C -2.029 -4.438 -3.860
C -2.734 -4.109 -2.674
C -3.565 -5.060 -2.036
C -4.261 -4.740 -0.906
C -4.172 -3.437 -0.379
C -3.374 -2.496 -0.973
C -2.612 -2.808 -2.130
H -0.602 1.069 -4.018
H 0.827 0.301 -3.298
H 0.169 1.809 -2.612
H -2.364 1.665 0.362
H -4.445 2.953 0.660
H -6.174 2.939 -1.100
H -5.825 1.637 -3.168
H -3.778 0.323 -3.473
H -0.374 -1.555 -4.380
H -0.698 -3.779 -5.381
H -2.146 -5.431 -4.276
H -3.646 -6.050 -2.467
H -4.897 -5.474 -0.430
H -4.770 -3.173 0.484
H -3.392 -1.476 -0.599
C 5.418 2.352 -4.472
O 4.818 1.575 -3.427
C 5.363 0.367 -3.153
C 6.496 -0.165 -3.755
C 6.927 -1.430 -3.385
C 6.242 -2.180 -2.437
C 5.113 -1.657 -1.832
C 4.695 -0.382 -2.178
N 3.504 0.224 -1.668
C 2.899 0.128 -0.519
C 3.372 -0.431 0.709
C 4.743 -0.400 1.058
C 5.149 -0.753 2.316
C 4.191 -1.155 3.258
C 2.851 -1.188 2.949
C 2.412 -0.829 1.667
O 1.115 -0.863 1.396
H 5.422 1.798 -5.410
H 6.433 2.637 -4.194
H 4.802 3.240 -4.569
H 7.039 0.396 -4.499
H 7.812 -1.840 -3.853
H 6.583 -3.170 -2.173
H 4.568 -2.234 -1.099
H 3.088 0.857 -2.345
H 1.923 0.605 -0.503
H 5.469 -0.062 0.332
H 6.195 -0.712 2.585
H 4.511 -1.439 4.252
H 2.116 -1.501 3.677
C -0.770 1.373 3.257
N -1.919 0.520 3.585
C -2.574 0.702 4.891
C -2.318 -0.378 2.715
C -3.514 -1.242 2.949
O -1.704 -0.493 1.603
H -0.774 2.226 3.928
H -0.850 1.723 2.231
H 0.160 0.817 3.369
H -1.958 1.370 5.483
H -2.653 -0.245 5.419
H -3.561 1.147 4.773
H -4.010 -1.078 3.898
H -3.209 -2.286 2.874
H -4.217 -1.043 2.138



[9]
64
Properties=species:S:1:pos:R:3 method="wB97M-V/def2-TZVPD" orbital_gap_ev=8.99 total_energy_ev=-91215.6501
C 3.688 0.733 0.321
C 2.293 0.426 -0.320
O 1.793 -0.891 -0.004
P 1.141 -0.978 1.491
O 0.503 0.281 1.922
C -0.149 -2.280 1.529
C -1.036 -2.385 0.236
C -1.209 -1.058 -0.598
Si -2.822 -1.139 -1.588
O -4.225 -0.852 -0.674
Si -4.195 0.502 0.331
N -5.861 1.120 0.694
C -5.862 1.459 1.853
S -6.020 2.250 3.217
P -3.033 2.232 -0.456
P -4.281 4.026 -0.443
O -4.814 4.325 0.886
O -5.433 3.969 -1.605
O -3.318 5.273 -0.926
B -3.441 -0.094 2.088
N -2.642 0.784 2.953
O -3.717 -1.432 2.436
B -3.048 -2.900 -2.499
C -4.418 -3.286 -3.228
O -2.006 -3.847 -2.539
O 2.385 -1.250 2.533
C 2.679 -2.633 2.791
C 3.412 -3.345 1.610
H 4.399 1.007 -0.481
H 4.118 -0.171 0.790
H 3.663 1.593 1.008
H 2.471 0.418 -1.414
H 1.567 1.236 -0.141
H 0.252 -3.297 1.717
H -0.793 -2.055 2.398
H -2.054 -2.702 0.546
H -0.573 -3.132 -0.430
H -1.085 -0.124 -0.013
H -0.393 -1.051 -1.352
H -2.724 -0.121 -2.667
H -2.727 2.081 -1.838
H -4.984 4.027 -2.467
H -2.439 5.181 -0.526
H -1.850 0.263 3.348
H -3.190 1.048 3.778
H -2.907 -1.858 2.762
H -4.894 -2.414 -3.712
H -4.226 -4.067 -3.991
H -5.093 -3.738 -2.470
H -2.373 -4.670 -2.176
H 1.814 -3.212 3.165
H 3.404 -2.632 3.628
H 3.083 -2.988 0.620
H 3.324 -4.443 1.656
H 4.487 -3.092 1.703
C 7.690 3.595 -2.293
C 6.359 3.247 -1.655
O 6.538 2.341 -0.569
H 8.187 2.693 -2.653
H 7.556 4.281 -3.131
H 8.358 4.061 -1.564
H 5.703 2.764 -2.379
H 5.860 4.149 -1.285
H 7.109 2.771 0.077